1.
Computed, not measured: a structure of composition C42H58AgN5O2 at a distorted geometry, with ωB97M-V with the def2-TZVPD basis set.

Element x y z (Å)
Ag  0.43  0.70  -0.37
C  -5.66  1.08  1.70
C  -5.18  -0.41  1.71
C  -4.12  -0.58  0.64
C  -4.25  -0.85  -0.66
C  -5.47  -1.20  -1.45
C  -5.55  -2.68  -1.87
C  -2.85  -0.68  -1.24
N  -1.98  -0.40  -0.21
C  -2.68  -0.29  0.90
C  -2.15  -0.18  2.21
C  -0.82  -0.31  2.56
C  -0.41  -0.25  4.03
C  -1.35  -0.30  5.20
C  -2.02  1.05  5.54
C  0.88  -0.58  4.02
C  1.27  -0.75  2.63
C  2.54  -0.95  2.20
C  2.99  -0.83  0.83
N  2.17  -0.95  -0.22
C  2.92  -0.73  -1.33
C  2.41  -0.81  -2.63
C  1.08  -0.86  -3.09
N  -0.07  -0.86  -2.30
C  -1.11  -0.87  -3.09
C  -2.47  -0.86  -2.60
C  -0.71  -0.90  -4.49
C  0.65  -0.84  -4.48
C  1.58  -0.59  -5.61
C  2.27  0.76  -5.59
C  -1.65  -0.88  -5.65
C  -2.34  0.43  -5.90
C  4.29  -0.48  -0.95
C  4.29  -0.35  0.42
C  5.43  0.11  1.27
C  5.18  1.39  2.10
C  5.48  -0.35  -1.80
C  5.70  1.02  -2.52
N  0.23  -0.60  1.81
C  1.69  -0.87  5.24
C  1.84  -2.33  5.71
H  -6.27  1.31  2.56
H  -6.30  1.24  0.81
H  -4.88  1.82  1.64
H  -6.05  -1.08  1.48
H  -4.78  -0.75  2.64
H  -5.61  -0.61  -2.37
H  -6.39  -0.97  -0.93
H  -4.69  -2.99  -2.37
H  -6.52  -2.96  -2.35
H  -5.61  -3.28  -0.91
H  -2.82  0.07  3.00
H  -0.78  -0.74  6.00
H  -2.11  -1.06  4.95
H  -1.45  1.67  6.30
H  -3.05  0.96  5.90
H  -2.03  1.68  4.62
H  3.35  -1.08  2.97
H  3.15  -0.81  -3.43
H  -3.28  -0.94  -3.40
H  0.95  -0.62  -6.50
H  2.31  -1.41  -5.73
H  1.61  1.65  -5.47
H  2.86  0.99  -6.53
H  3.04  0.86  -4.77
H  -2.47  -1.63  -5.58
H  -1.13  -1.04  -6.60
H  -3.06  0.66  -5.10
H  -2.93  0.34  -6.81
H  -1.70  1.34  -6.00
H  6.26  0.37  0.57
H  5.84  -0.68  1.88
H  5.18  2.32  1.53
H  5.94  1.49  2.90
H  4.29  1.31  2.65
H  5.46  -1.14  -2.58
H  6.38  -0.56  -1.25
H  4.86  1.27  -3.16
H  6.68  1.10  -3.07
H  5.54  1.76  -1.77
H  1.28  -0.31  6.06
H  2.71  -0.51  5.14
H  0.92  -2.92  5.71
H  2.18  -2.24  6.72
H  2.50  -2.84  5.02
C  0.58  3.82  2.19
C  0.58  4.25  0.74
C  1.72  5.27  0.57
C  -0.83  4.93  0.41
O  0.93  3.22  -0.08
H  0.38  4.68  2.87
H  1.51  3.42  2.53
H  -0.17  3.03  2.39
H  1.62  6.17  1.24
H  1.65  5.50  -0.45
H  2.64  4.71  0.79
H  -1.13  5.75  1.09
H  -1.64  4.17  0.44
H  -0.71  5.33  -0.62
C  -0.13  -3.46  -0.01
C  -0.93  -4.68  -0.25
N  -2.25  -4.43  -0.47
O  -0.41  -5.77  -0.23
H  -0.23  -3.13  1.04
H  -0.41  -2.58  -0.62
H  0.92  -3.71  -0.11
H  -2.56  -3.53  -0.09
H  -2.93  -5.19  -0.43

**F_max**: 3.2 eV Å⁻¹
**Charge**: -2
**HOMO-LUMO gap (spin up / spin down)**: 5.428 / 5.427 eV
**Energy relative to the best compared isomer or geometry (same formula, charge and spin)**: 53.8 kcal per mole
**HOMO (spin up / spin down)**: -1.117 / -1.117 eV

2.
Computed, not measured: an isolated molecule of C3H6N2OS at a distorted geometry, with ωB97M-V with the def2-TZVPD basis set.

Element x y z (Å)
C  0.05  0.43  -0.43
C  -0.57  1.50  0.37
C  -0.22  -0.72  1.63
H  1.06  -1.72  -1.57
H  0.85  -1.11  -3.06
H  0.22  2.46  0.45
H  -1.48  1.85  -0.16
H  0.66  -0.69  2.35
H  -0.80  -1.54  1.90
N  1.04  -0.89  -2.04
N  0.36  0.39  -1.64
O  0.11  -0.71  0.29
S  -1.28  0.75  1.89

**F_max**: 6.0 eV Å⁻¹
**Charge**: 0
**HOMO-LUMO gap**: 9.380 eV
**Energy relative to the best compared isomer or geometry (same formula, charge and spin)**: 82.3 kcal per mole
**SMILES string**: N/N=C1/CSCO1
**HOMO**: -8.664 eV

3.
Computed, not measured: a cluster of 6 separate species, C45H49BF5N4O3PS in total at a distorted geometry, with ωB97M-V with the def2-TZVPD basis set.

Element x y z (Å)
C  -6.01  0.52  2.13
O  -4.69  0.30  2.72
B  -3.73  1.24  2.21
O  -3.60  2.49  2.94
C  -2.84  0.86  0.90
C  -1.34  0.39  0.99
N  -0.63  0.25  2.27
C  -0.38  1.52  2.97
C  -1.14  -0.83  3.12
C  -1.05  -2.41  2.74
O  -1.69  -0.56  4.24
C  -0.53  -0.01  -0.33
P  1.26  -0.56  -0.11
C  2.41  0.02  -1.49
C  1.43  -2.40  0.28
C  -1.29  0.08  -1.68
C  -0.60  -0.34  -3.06
C  -0.45  0.93  -4.07
C  -0.12  2.32  -3.33
N  -1.33  3.12  -2.94
C  -2.81  0.57  -1.80
N  -3.56  0.69  -3.06
S  -5.08  1.23  -2.47
N  -4.97  1.34  -0.75
C  -3.60  0.96  -0.50
H  -6.77  0.51  3.01
H  -6.12  1.54  1.62
H  -6.28  -0.29  1.38
H  -3.72  3.26  2.35
H  0.47  1.42  3.75
H  -0.08  2.33  2.21
H  -1.28  1.91  3.58
H  0.02  -2.80  2.70
H  -1.59  -2.99  3.56
H  -1.64  -2.58  1.76
H  2.44  -0.69  -2.41
H  2.26  1.09  -1.85
H  3.49  -0.03  -1.06
H  0.47  -3.01  0.19
H  2.30  -2.88  -0.32
H  1.77  -2.46  1.39
H  0.36  -0.95  -2.94
H  -1.36  -1.04  -3.58
H  -1.49  1.07  -4.56
H  0.28  0.69  -4.93
H  0.57  2.23  -2.42
H  0.47  2.96  -4.10
H  -0.93  3.95  -2.45
H  -1.72  3.50  -3.81
F  -0.42  3.14  5.49
C  -1.24  2.91  6.54
C  -1.28  3.82  7.58
C  -2.13  3.59  8.65
C  -2.91  2.43  8.68
C  -2.85  1.52  7.63
C  -2.01  1.76  6.55
H  -0.66  4.71  7.54
H  -2.18  4.30  9.47
H  -3.57  2.25  9.52
H  -3.46  0.62  7.65
H  -1.96  1.07  5.71
F  4.27  -4.11  -2.03
C  3.58  -5.24  -2.26
C  4.13  -6.46  -1.89
C  3.41  -7.63  -2.12
C  2.17  -7.57  -2.74
C  1.63  -6.34  -3.11
C  2.34  -5.17  -2.87
H  5.10  -6.48  -1.41
H  3.83  -8.59  -1.82
H  1.61  -8.48  -2.92
H  0.66  -6.30  -3.60
H  1.93  -4.21  -3.15
F  -1.27  0.50  -6.55
C  -2.16  0.24  -7.52
C  -1.85  0.55  -8.83
C  -2.77  0.28  -9.84
C  -4.00  -0.30  -9.52
C  -4.30  -0.60  -8.20
C  -3.38  -0.34  -7.19
H  -0.89  1.01  -9.06
H  -2.53  0.52  -10.87
H  -4.71  -0.50  -10.31
H  -5.26  -1.05  -7.95
H  -3.60  -0.58  -6.16
F  -0.26  4.80  0.31
C  0.79  5.43  0.85
C  1.06  5.27  2.20
C  2.15  5.92  2.77
C  2.95  6.74  1.98
C  2.67  6.91  0.63
C  1.58  6.25  0.06
H  0.42  4.63  2.80
H  2.38  5.79  3.82
H  3.80  7.25  2.42
H  3.29  7.55  0.01
H  1.35  6.36  -0.99
F  3.64  -5.16  1.32
C  4.69  -4.53  1.87
C  4.97  -4.70  3.22
C  6.06  -4.05  3.78
C  6.85  -3.22  3.00
C  6.57  -3.05  1.65
C  5.48  -3.71  1.08
H  4.33  -5.35  3.82
H  6.28  -4.18  4.84
H  7.70  -2.71  3.44
H  7.18  -2.40  1.04
H  5.25  -3.59  0.03

**F_max**: 6.2 eV Å⁻¹
**Charge**: 0
**HOMO-LUMO gap**: 6.267 eV
**SMILES string**: COB(O)c1c(N(C)C(C)=O)c(P(C)C)c(CCCN)c2nsnc12.Fc1ccccc1.Fc1ccccc1.Fc1ccccc1.Fc1ccccc1.Fc1ccccc1
**HOMO**: -7.376 eV

4.
Computed, not measured: an isolated molecule of CH2BrP at a distorted geometry, with ωB97M-V with the def2-TZVPD basis set.

Element x y z (Å)
C  0.07  -0.80  0.39
P  -0.97  0.45  -0.11
Br  -3.20  0.93  -0.18
H  -0.60  -1.62  0.68
H  -0.46  1.74  -0.29

**F_max**: 3.3 eV Å⁻¹
**Charge**: 0
**HOMO-LUMO gap**: 9.015 eV
**Energy relative to the best compared isomer or geometry (same formula, charge and spin)**: 54.9 kcal per mole
**SMILES string**: C#[PH]Br
**HOMO**: -9.843 eV

5.
Computed, not measured: a structure of composition C29H23Br2Cl3F6LaN8O7PS5SbSi at a distorted geometry, with ωB97M-V with the def2-TZVPD basis set.

Element x y z (Å)
La  -2.44  -1.09  1.86
S  -3.09  -3.15  6.84
Sb  -3.40  -2.87  4.60
S  -1.52  -3.32  3.31
S  -4.32  -0.85  3.93
S  -4.94  -4.62  4.44
Br  0.83  -4.88  -3.30
C  0.39  -3.53  -2.06
C  -0.60  -2.62  -2.35
C  -0.87  -1.65  -1.40
N  -0.23  -1.56  -0.23
C  0.76  -2.42  0.01
C  1.09  -3.44  -0.87
C  1.51  -2.24  1.29
C  2.83  -2.66  1.40
C  3.47  -2.46  2.61
Br  5.30  -2.90  2.78
C  2.79  -1.91  3.67
C  1.47  -1.53  3.47
N  0.85  -1.67  2.29
H  -1.18  -2.67  -3.26
H  -1.65  -0.92  -1.58
H  1.86  -4.16  -0.63
H  3.36  -3.07  0.55
H  3.26  -1.75  4.63
H  0.87  -1.12  4.28
F  -3.60  -1.56  -0.48
P  -4.02  -3.17  -0.33
F  -5.50  -2.83  -0.77
F  -3.55  -3.41  -1.85
F  -2.48  -3.38  0.18
F  -4.38  -2.85  1.23
F  -4.32  -4.71  -0.13
N  0.48  0.42  -4.57
C  0.41  0.91  -3.30
S  -0.99  1.62  -2.71
N  1.51  0.82  -2.53
C  2.76  0.21  -2.80
C  2.89  -1.04  -3.41
C  4.14  -1.61  -3.58
C  5.28  -0.95  -3.12
C  5.15  0.29  -2.51
C  3.90  0.87  -2.36
H  -0.28  0.70  -5.16
H  1.38  0.28  -5.00
H  1.41  1.18  -1.60
H  2.00  -1.57  -3.73
H  4.22  -2.58  -4.04
H  6.25  -1.41  -3.23
H  6.03  0.81  -2.14
H  3.80  1.83  -1.87
N  1.51  1.20  0.44
C  2.76  1.62  0.91
C  2.98  2.98  1.18
C  4.23  3.42  1.57
C  5.29  2.53  1.71
C  5.07  1.18  1.44
C  3.82  0.73  1.04
H  0.75  1.83  0.69
H  1.26  0.26  0.68
H  2.14  3.67  1.10
H  4.38  4.47  1.78
H  6.26  2.88  2.03
H  5.88  0.47  1.55
H  3.66  -0.32  0.82
Cl  -2.39  2.69  3.79
Si  -1.11  0.97  3.55
Cl  0.84  1.87  3.68
Cl  -1.09  0.25  5.57
O  -6.80  4.60  -2.30
N  -5.61  4.78  -2.15
O  -5.00  5.71  -2.64
C  -4.86  3.83  -1.34
C  -3.51  4.03  -1.12
C  -2.80  3.12  -0.38
C  -3.36  1.88  0.11
O  -2.68  0.94  0.56
C  -4.80  1.85  -0.02
C  -5.52  2.77  -0.75
N  -5.60  0.79  0.62
O  -5.04  -0.14  1.15
O  -6.82  0.92  0.58
N  -1.41  3.51  -0.08
O  -0.94  4.45  -0.70
O  -0.82  2.92  0.80
H  -3.01  4.90  -1.51
H  -6.58  2.65  -0.85

**F_max**: 1.6 eV Å⁻¹
**Charge**: -2
**HOMO-LUMO gap (spin up / spin down)**: 6.647 / 6.027 eV
**Energy relative to the best compared isomer or geometry (same formula, charge and spin)**: 23.6 kcal per mole
**HOMO (spin up / spin down)**: -3.623 / -3.339 eV
**Spin multiplicity**: 2

6.
Computed, not measured: an isolated molecule of C3H4N2 at a distorted geometry, with ωB97M-V with the def2-TZVPD basis set.

Element x y z (Å)
N  -1.06  -0.65  0.08
C  -0.71  0.64  -0.03
C  0.65  0.75  -0.05
C  1.12  -0.59  0.03
N  0.14  -1.48  0.13
H  -2.08  -0.84  0.10
H  -1.44  1.45  -0.08
H  1.19  1.68  -0.12
H  2.13  -0.99  -0.05

**F_max**: 2.7 eV Å⁻¹
**Charge**: 0
**HOMO-LUMO gap**: 10.242 eV
**Energy relative to the best compared isomer or geometry (same formula, charge and spin)**: 21.5 kcal per mole
**SMILES string**: c1cn[nH]c1
**HOMO**: -9.241 eV